1.
{"formula": "C11H17Cl2NO2PS", "method": "wB97M-V/def2-TZVPD", "symbols": ["C", "C", "C", "C", "P", "S", "C", "O", "C", "C", "C", "C", "N", "O", "H", "H", "H", "H", "H", "H", "H", "H", "H", "H", "H", "H", "H", "Cl", "C", "C", "Cl", "H", "H", "H", "H"], "positions_angstrom": [[0.8417, -3.3098, -1.1172], [0.4269, -2.1690, -1.7546], [0.4632, -0.8770, -0.8806], [1.3561, 0.2512, -1.2356], [2.3879, 0.0864, -2.7839], [3.1163, 1.7623, -3.4521], [1.3432, 1.4063, -0.3169], [2.1572, 2.4856, -0.5273], [3.4011, 2.2150, 0.1958], [3.4214, 2.8391, 1.6515], [0.4318, 1.3899, 0.8452], [-0.4018, 0.2414, 1.0878], [-0.3545, -0.8630, 0.2362], [-1.1571, -1.8957, 0.5963], [1.5890, -3.2886, -0.2797], [0.4158, -4.3191, -1.3583], [0.0949, -2.1604, -2.8169], [3.3935, -0.9324, -2.6459], [1.5078, -0.4079, -3.8082], [4.2921, 2.6256, -0.3524], [3.5683, 1.1084, 0.3188], [4.1904, 3.6538, 1.7506], [3.6611, 2.0824, 2.4526], [2.4363, 3.2970, 1.9217], [0.4171, 2.2773, 1.5130], [-1.0765, 0.2746, 1.9727], [-1.9023, -1.9894, -0.0373], [-3.2327, 0.3794, 0.8388], [-4.9757, 0.0361, 1.0007], [-5.2295, -1.4131, 1.3457], [-4.8237, -2.5021, -0.0073], [-5.4641, 0.3213, 0.0698], [-5.3549, 0.6798, 1.7946], [-6.2870, -1.5599, 1.5662], [-4.6532, -1.7253, 2.2159]], "forces_ev_per_a": [[-0.45, 0.36, -0.39], [0.61, -0.40, 1.88], [1.59, 0.52, -1.66], [-2.15, -0.98, 2.62], [0.44, 1.40, -1.26], [-0.05, -0.45, 0.39], [-0.95, -0.88, -0.27], [-0.35, -1.79, 0.94], [1.74, 0.17, 1.50], [-0.06, 0.19, 0.33], [0.10, -1.84, -1.52], [1.88, 1.79, -0.64], [0.84, 2.60, -0.12], [-0.02, -0.74, 0.02], [-1.43, 0.18, -0.35], [1.14, 0.98, -0.51], [-0.49, 0.12, 1.22], [-0.91, 0.14, 0.46], [0.12, -0.34, 1.04], [-1.35, -0.37, -0.01], [-0.31, 0.97, -0.49], [-0.79, -0.79, -0.28], [-0.26, 0.63, -0.97], [0.80, -0.36, -0.33], [-0.13, -0.94, -0.56], [0.68, -0.70, -1.03], [0.27, 0.37, 0.13], [-0.45, 0.21, -0.16], [-0.49, -0.06, 0.04], [-0.06, 0.09, 0.17], [0.18, 0.00, -0.02], [0.15, -0.06, 0.01], [0.11, -0.07, 0.01], [0.04, 0.05, -0.09], [0.01, 0.01, -0.11]], "energy_ha": -2294.0972, "gap_ev": 7.1, "charge": 1}


2.
{"formula": "C11H17Cl3O10S", "method": "wB97M-V/def2-TZVPD", "symbols": ["C", "Cl", "Cl", "Cl", "H", "C", "C", "C", "O", "C", "O", "O", "H", "H", "H", "H", "H", "H", "C", "C", "C", "O", "C", "O", "O", "H", "H", "H", "H", "H", "H", "C", "C", "O", "S", "O", "O", "O", "H", "H", "H", "H"], "positions_angstrom": [[3.3619, 7.7767, -23.4886], [4.2635, 8.8276, -24.5778], [1.6384, 8.1902, -23.5006], [4.0310, 7.8345, -21.8729], [3.4335, 6.7699, -23.8778], [2.4599, 10.2202, -19.7249], [3.2037, 11.2858, -20.4267], [2.3690, 12.4735, -20.8914], [3.2689, 13.5895, -20.6904], [4.1418, 13.2625, -19.7139], [4.8410, 14.0271, -19.1393], [4.0761, 11.9350, -19.4506], [3.1209, 9.4750, -19.2908], [1.7846, 9.6449, -20.3719], [1.7579, 10.5372, -18.9509], [3.8952, 10.9563, -21.2019], [1.5055, 12.6578, -20.2531], [2.1205, 12.4712, -21.9477], [-1.4384, 6.3379, -22.2152], [-0.0617, 5.7943, -21.9182], [0.6485, 6.5060, -20.7469], [0.4732, 5.6198, -19.6485], [0.0895, 4.3976, -20.1011], [-0.0092, 3.4353, -19.4129], [-0.1399, 4.4412, -21.4258], [-1.3793, 7.1314, -22.9577], [-1.9295, 6.6852, -21.3050], [-2.0684, 5.5321, -22.5969], [0.5654, 5.7485, -22.8015], [0.1867, 7.4687, -20.5260], [1.7113, 6.6812, -20.9060], [4.0298, 8.2509, -15.8226], [4.1594, 6.7288, -15.5533], [3.9348, 6.0852, -16.8233], [3.2320, 7.1298, -17.7931], [1.8868, 7.3068, -17.4014], [3.5809, 6.8914, -19.1394], [4.0896, 8.3627, -17.2402], [4.8568, 8.8038, -15.3905], [3.0828, 8.6380, -15.4474], [3.4804, 6.3205, -14.8091], [5.1786, 6.4731, -15.2651]], "forces_ev_per_a": [[0.09, 0.02, -0.25], [-0.02, 0.07, -0.07], [0.01, 0.24, 0.01], [-0.05, -0.08, -0.03], [0.09, -0.06, 0.10], [-1.12, -1.63, 0.11], [0.43, 1.21, 0.53], [0.71, 0.55, -0.08], [-0.18, -0.16, -0.11], [-0.26, -0.41, 0.20], [0.27, 0.21, 0.00], [-0.13, 0.14, -0.13], [0.18, 0.19, 0.00], [0.37, 0.16, -0.44], [0.45, 0.61, 0.16], [-0.34, -0.38, -0.21], [-0.18, -0.24, -0.11], [-0.22, -0.17, 0.02], [-0.25, -0.47, 0.03], [0.41, -0.15, 0.60], [0.00, 0.23, -0.35], [-0.15, -0.17, -0.06], [0.23, 0.34, 0.23], [-0.07, -0.07, -0.07], [-0.22, -0.08, -0.10], [-0.10, 0.13, 0.08], [0.09, 0.19, -0.02], [0.10, 0.08, -0.24], [-0.06, 0.05, -0.11], [-0.08, -0.08, 0.14], [0.02, -0.19, -0.02], [-0.13, -0.29, 0.69], [0.57, -0.10, 0.08], [-0.29, -0.18, -0.34], [0.72, 0.12, 0.70], [-0.67, 0.08, 0.05], [0.23, -0.20, -0.12], [-0.21, 0.16, -0.46], [0.04, 0.08, -0.15], [0.02, 0.06, -0.10], [-0.21, 0.23, -0.08], [-0.04, -0.04, -0.08]], "energy_ha": -2960.5125, "gap_ev": 11.2, "de_lowest_ev": 0.000}


3.
{"formula": "C11H17ClINO10S2", "method": "wB97M-V/def2-TZVPD", "symbols": ["C", "C", "C", "I", "C", "S", "O", "S", "O", "O", "O", "C", "N", "Cl", "H", "H", "H", "H", "H", "H", "H", "H", "H", "O", "C", "O", "C", "C", "O", "H", "H", "H", "H", "O", "C", "O", "C", "C", "O", "H", "H", "H", "H"], "positions_angstrom": [[2.6510, 0.6449, -0.0125], [1.5206, -0.1693, 0.6688], [1.7200, -1.7155, 0.7262], [3.4958, -2.1235, 1.9026], [1.6418, -2.4547, -0.6329], [0.3127, -1.7184, -1.7479], [1.1560, -3.8245, -0.4742], [1.3426, -4.5225, -1.9926], [1.9819, -5.8534, -1.8383], [0.0611, -4.7811, -2.6966], [2.3174, -3.3444, -2.6909], [2.8953, -2.6650, -1.5345], [3.6071, -1.5111, -2.0519], [4.1830, -3.8563, -1.0114], [2.6453, 0.5794, -1.1125], [3.6553, 0.4516, 0.4037], [2.4474, 1.7164, 0.2156], [0.5393, 0.1251, 0.2543], [1.4885, 0.1649, 1.7278], [0.8807, -2.1038, 1.3211], [-0.8261, -2.0692, -1.0649], [3.7794, -1.6421, -3.0442], [4.5190, -1.5392, -1.6104], [-1.2314, -1.7760, 1.1519], [-2.1738, -1.0464, 1.1369], [-2.7548, -0.5826, 0.0107], [-3.9683, 0.0695, 0.3895], [-3.7053, 0.4391, 1.8219], [-2.7899, -0.5742, 2.2432], [-4.1552, 0.9360, -0.2381], [-4.7975, -0.6347, 0.2835], [-3.2217, 1.4140, 1.9205], [-4.6069, 0.4277, 2.4317], [-2.9609, 2.7120, -0.9702], [-2.2965, 3.4434, -0.3114], [-2.3671, 4.7940, -0.3554], [-1.5893, 5.3024, 0.7295], [-0.6255, 4.1781, 0.9987], [-1.3654, 3.0291, 0.5833], [-1.0895, 6.2273, 0.4483], [-2.2510, 5.4996, 1.5766], [0.2829, 4.2502, 0.3959], [-0.3481, 4.1029, 2.0486]], "forces_ev_per_a": [[-0.63, 1.01, 0.10], [0.82, 0.35, 0.46], [-0.68, 0.26, -0.33], [-0.35, -0.03, 0.00], [-0.91, -0.03, 0.30], [-0.08, 0.96, 0.04], [1.17, -0.15, -1.69], [-2.44, -5.64, -1.12], [0.03, 3.85, 0.28], [2.68, 2.59, 1.42], [-1.08, -1.37, 1.73], [1.16, 0.15, -2.19], [-0.69, -0.48, 0.46], [-0.38, 0.21, 0.77], [0.11, -0.28, 0.57], [-0.48, -0.20, -0.31], [0.11, -0.54, -0.09], [0.50, -0.53, -0.03], [0.02, -0.35, -0.46], [0.53, -0.06, -0.22], [1.09, 0.03, 0.08], [-0.22, -0.09, 0.01], [-0.04, 0.40, 0.06], [-0.14, -0.11, 0.12], [-0.03, 0.06, 0.03], [0.13, -0.13, 0.29], [-0.61, 0.21, -0.38], [-0.28, 0.38, 0.28], [0.13, -0.09, -0.20], [0.24, -0.11, -0.11], [0.10, -0.07, 0.06], [0.05, -0.07, -0.05], [0.14, -0.17, 0.10], [-0.09, -0.01, 0.01], [-0.04, -0.03, -0.19], [0.11, -0.23, 0.08], [0.00, 0.48, 0.17], [0.48, 0.02, 0.27], [-0.15, 0.11, -0.04], [-0.13, -0.05, -0.17], [0.01, -0.05, -0.04], [-0.07, -0.02, -0.02], [-0.09, -0.20, -0.05]], "energy_ha": -2790.7052, "smiles": "CC[C@H](I)[C@]1(S)OS(=O)(=O)O[C@]1(N)Cl.O=C1OCCO1.O=C1OCCO1", "gap_ev": 9.2}


4.
{"formula": "C11H17HgN7S", "method": "wB97M-V/def2-TZVPD", "symbols": ["Hg", "C", "N", "C", "C", "N", "N", "C", "N", "N", "H", "H", "H", "H", "H", "H", "H", "H", "H", "H", "H", "N", "C", "N", "C", "C", "C", "C", "C", "C", "S", "H", "H", "H", "H", "H", "H"], "positions_angstrom": [[-0.4472, 0.3042, 2.0539], [-4.4161, -2.7149, 0.1118], [-2.8987, -2.7585, 0.0360], [-2.2725, -3.9448, 0.5875], [-2.0624, -1.6595, -0.1501], [-0.7832, -1.6663, 0.0631], [-2.7528, -0.5283, -0.6284], [-2.4252, 0.8263, -0.3967], [-3.3825, 1.6836, -0.8973], [-1.3341, 1.2200, 0.2027], [-4.8522, -3.5730, 0.5810], [-4.8659, -2.7695, -0.8806], [-4.8834, -1.7710, 0.6078], [-2.0016, -3.7942, 1.6137], [-1.3405, -4.1283, -0.0328], [-2.9234, -4.8236, 0.4744], [-0.5550, -2.5782, 0.3769], [-3.5884, -0.8029, -1.1505], [-4.3493, 1.3723, -1.0528], [-3.3672, 2.5931, -0.5233], [-1.3246, 2.2652, 0.0893], [1.9482, -1.3136, -0.5928], [2.5876, -0.1691, -0.4941], [2.0107, 0.9841, -0.2700], [3.0273, 1.9578, -0.2048], [2.8235, 3.2922, 0.1382], [3.8962, 4.1472, 0.2480], [5.2051, 3.5964, 0.3716], [5.4322, 2.2822, 0.0400], [4.3536, 1.4942, -0.3130], [4.3515, -0.2234, -0.6005], [0.9043, -1.2610, -0.3679], [2.4362, -2.2193, -0.7794], [1.7602, 3.5484, 0.2419], [3.7776, 5.2261, 0.3671], [5.9936, 4.1919, 0.8435], [6.3184, 1.7145, 0.2864]], "forces_ev_per_a": [[0.44, -0.13, -0.46], [0.07, 2.23, -0.35], [-1.05, 0.77, 0.27], [0.84, -0.54, -1.73], [-0.98, -0.51, 0.14], [-1.47, 0.98, -0.07], [0.51, 0.27, 0.49], [-1.09, -1.28, -0.48], [-0.16, -1.36, -0.17], [-1.30, 1.38, -1.04], [0.45, -0.50, 0.72], [0.27, 0.21, -0.30], [1.25, -1.54, -0.58], [0.19, -0.09, 0.72], [-1.04, -0.26, 0.83], [0.24, 0.44, 0.07], [0.61, -0.82, 0.60], [0.39, 0.83, 0.37], [0.96, -0.11, -0.02], [0.17, 1.19, 0.33], [0.44, -1.27, 0.62], [-2.12, -2.31, 0.07], [1.07, 0.96, 0.19], [1.03, -0.15, -0.10], [0.41, -0.37, 0.61], [-1.07, -0.27, -0.90], [1.00, -0.02, 0.81], [-0.37, 0.84, -0.07], [-0.17, -0.69, 0.68], [-0.98, 0.02, -0.01], [-0.35, 0.34, -0.07], [1.83, -0.44, -0.80], [-0.84, 1.59, 0.36], [0.59, 0.51, -0.09], [-0.14, -0.41, 0.25], [-0.21, -0.08, -0.63], [0.55, 0.57, -0.27]], "energy_ha": -1364.0126, "gap_ev": [7.0, 4.2], "multiplicity": 2, "charge": 1, "de_lowest_ev": 1.279}